Here is 14 unconnected molecules or ions with the total composition C56H83NO26 at a distorted geometry from the OMol25 dataset. Energies are from wB97M-V/def2-TZVPD.

Properties
**Spin multiplicity**: 1
**Total energy**: -114140.38242 eV

Geometry as XYZ:
```
166
Properties=species:S:1:pos:R:3:forces:R:3
O -26.90334 -30.60692 -8.33565 -0.7 -0.9 -0.3
C -25.98079 -29.89587 -8.09710 -0.1 -2.7 1.5
O -25.85525 -28.73864 -8.66416 -0.9 1.9 -0.4
C -24.83605 -28.01318 -8.02433 1.1 0.3 0.7
C -24.56580 -28.73883 -6.67434 0.8 0.0 -0.3
C -24.83890 -30.18187 -7.07767 -0.6 1.0 -0.6
H -25.07093 -26.96479 -7.84047 -0.4 -0.1 -0.5
H -24.06736 -28.12815 -8.78853 1.0 0.6 0.7
H -25.20212 -28.44905 -5.83815 -0.4 0.3 -0.4
H -23.55974 -28.53311 -6.30881 0.2 -0.1 -0.2
H -25.14494 -30.85933 -6.28050 0.0 0.1 -0.3
H -23.98229 -30.56455 -7.63254 0.0 -0.3 0.0
O -21.42752 -35.63028 -12.85399 -1.2 2.8 -0.2
C -21.95917 -34.62284 -13.32274 1.6 -2.2 0.8
O -22.09514 -33.40713 -12.70192 -0.5 -0.9 1.2
C -22.74210 -32.43507 -13.54981 0.9 -0.8 -1.9
C -23.40534 -33.33633 -14.63012 0.5 0.8 0.1
C -22.42495 -34.51108 -14.71809 -1.5 0.9 -0.8
H -21.87683 -31.86459 -13.88740 -0.3 0.4 -0.5
H -23.49372 -31.75208 -13.15398 0.3 -0.4 1.0
H -23.53599 -32.87516 -15.60908 -0.2 0.3 0.2
H -24.37322 -33.54485 -14.17424 -0.1 -0.7 -0.4
H -21.59129 -34.18477 -15.33990 0.2 -0.1 0.0
H -22.86454 -35.39548 -15.17929 0.3 -0.1 0.5
O -20.52324 -19.50445 -21.33753 2.5 1.1 0.9
C -19.48609 -18.94722 -20.98130 -2.2 -0.3 -0.9
O -18.31145 -19.12400 -21.64329 -0.7 -0.8 -1.2
C -17.23763 -18.33291 -21.17599 -0.2 -0.3 1.0
C -17.74753 -17.90312 -19.83235 0.6 1.8 1.7
C -19.28079 -17.94462 -19.84689 0.9 -0.7 0.0
H -16.99803 -17.47657 -21.80637 -0.4 -0.2 -0.4
H -16.34313 -18.94300 -21.05047 -0.1 -0.1 -0.4
H -17.35584 -16.90304 -19.64650 -0.2 0.2 0.2
H -17.34041 -18.48488 -19.00537 -0.1 -0.4 -0.2
H -19.74457 -16.97031 -20.00095 -0.1 -0.2 -0.5
H -19.67218 -18.32145 -18.90195 -0.1 -0.1 -0.2
O -17.64158 -17.99411 -12.92407 0.3 5.3 3.5
C -17.61242 -16.92663 -12.17892 0.0 -5.0 -4.0
O -18.04850 -16.99524 -10.91877 -0.3 -0.6 -0.7
C -17.95714 -15.76116 -10.25685 0.9 0.3 1.3
C -17.39949 -14.77873 -11.22072 0.6 1.5 -2.4
C -17.16408 -15.49995 -12.57510 -1.0 -1.5 1.2
H -17.23453 -15.89156 -9.45128 -0.3 -0.1 0.3
H -18.90282 -15.42639 -9.83058 -0.1 -0.4 -0.2
H -16.41853 -14.37171 -10.97540 -0.4 0.3 0.6
H -18.12735 -14.00009 -11.44884 0.3 0.4 0.5
H -16.13640 -15.48553 -12.93807 -0.2 -0.1 0.0
H -17.85760 -15.16938 -13.34830 0.2 0.0 -0.1
O -20.75944 -27.86530 -27.09851 1.5 1.5 0.9
C -20.11772 -27.05291 -26.44250 -1.2 -2.0 -1.1
O -20.40499 -26.84003 -25.15950 0.0 0.9 1.3
C -19.77233 -25.62700 -24.66872 0.6 0.4 -0.2
C -18.66277 -25.24127 -25.64448 0.4 -0.8 -0.7
C -18.99475 -26.16203 -26.84331 0.8 1.4 -1.2
H -19.31953 -25.78122 -23.68928 -0.7 -0.2 0.1
H -20.47214 -24.79183 -24.69800 -0.5 -0.4 0.5
H -17.65374 -25.43662 -25.28143 -0.1 -0.4 0.2
H -18.62822 -24.17025 -25.84407 -0.5 -0.1 -0.3
H -18.11108 -26.65671 -27.24646 -0.2 -0.5 0.3
H -19.33578 -25.61691 -27.72345 -0.2 0.3 0.0
O -30.02284 -26.51597 -5.31823 0.3 2.2 -1.1
C -30.23116 -25.59530 -6.09659 0.0 -1.6 1.8
O -29.54448 -24.41701 -6.15202 0.4 -0.1 0.9
C -30.12593 -23.45719 -7.03537 -1.3 -1.0 -1.1
C -31.40598 -24.16004 -7.58301 0.0 -0.7 0.0
C -31.23677 -25.64469 -7.18016 0.1 1.2 -0.4
H -29.47095 -23.27186 -7.88670 0.4 0.1 0.4
H -30.41255 -22.52465 -6.54925 0.5 -0.2 0.3
H -31.48910 -24.11121 -8.66874 -0.1 0.5 0.1
H -32.30385 -23.77511 -7.09951 0.0 0.1 -0.2
H -30.65390 -26.19518 -7.91862 -0.6 -0.3 -0.5
H -32.17182 -26.13185 -6.90361 0.4 -0.2 -0.1
O -27.44211 -28.27852 -25.93726 0.7 -0.8 1.9
C -27.03188 -28.76174 -24.88898 -0.6 -0.2 -2.5
O -26.64684 -28.02101 -23.86631 0.2 1.0 1.7
C -26.37485 -28.78903 -22.66815 -0.1 -1.2 -0.3
C -26.75778 -30.24629 -23.01530 0.9 0.0 -0.8
C -26.80965 -30.23239 -24.56115 -0.8 0.6 0.7
H -26.93306 -28.45883 -21.79210 -0.1 0.6 -0.4
H -25.31319 -28.78034 -22.42133 0.0 0.5 -0.3
H -27.67218 -30.57881 -22.52397 0.1 0.0 -0.2
H -25.90088 -30.87984 -22.78627 -0.4 -0.2 0.6
H -27.62634 -30.82476 -24.97373 0.4 -0.1 -0.2
H -25.82738 -30.50440 -24.94750 -0.2 -0.2 -0.3
O -31.83069 -29.03659 -17.44981 0.1 1.2 1.3
C -31.32483 -28.41819 -16.52641 -1.2 -1.9 -2.7
O -30.15969 -28.86908 -16.04954 0.3 0.4 0.3
C -29.63778 -27.96417 -15.09228 -1.0 0.1 1.9
C -30.89264 -27.10531 -14.61749 0.8 0.3 -1.2
C -31.78686 -27.15829 -15.85462 0.3 -0.2 0.4
H -28.75609 -27.46110 -15.48934 -0.3 0.3 0.0
H -29.36727 -28.55689 -14.21844 0.5 0.0 -0.2
H -30.68320 -26.05163 -14.43313 0.3 -0.2 0.5
H -31.37249 -27.58020 -13.76173 0.2 0.1 0.0
H -31.55506 -26.33643 -16.53204 -0.1 0.1 -0.1
H -32.85331 -27.13993 -15.62998 0.1 -0.2 -0.2
O -24.22838 -19.61068 -2.71354 1.5 2.0 -2.5
C -23.78938 -19.12811 -3.75775 -1.3 -1.1 1.2
O -23.75635 -17.76069 -4.08097 -1.0 -1.7 1.8
C -23.50943 -17.58647 -5.45254 0.4 -1.0 -1.0
C -23.75612 -18.97760 -6.10226 0.5 0.7 -0.3
C -23.32916 -19.92328 -5.00945 -0.8 0.8 0.8
H -22.46412 -17.27817 -5.47213 0.0 0.3 -0.8
H -24.20757 -16.88400 -5.90777 0.3 0.4 0.4
H -23.20720 -19.13636 -7.03047 0.0 0.2 0.0
H -24.81722 -19.06879 -6.33429 0.0 -0.1 0.1
H -22.24190 -19.99024 -4.97076 0.0 -0.4 0.0
H -23.85273 -20.87758 -5.06662 0.5 0.0 0.3
O -24.04447 -14.53094 -15.14818 -3.0 -1.1 0.8
C -25.09854 -14.97287 -14.67875 2.3 1.4 -1.1
O -25.13165 -15.42024 -13.39718 -1.0 0.4 -1.2
C -26.45929 -15.88391 -13.14124 -0.9 -0.8 1.6
C -27.27251 -16.03352 -14.42653 1.3 -0.9 0.0
C -26.52392 -15.08366 -15.32008 0.9 0.5 -0.6
H -27.06004 -15.22560 -12.51368 0.7 0.5 0.4
H -26.27970 -16.80387 -12.58488 -0.5 -0.1 -0.1
H -28.33799 -15.83679 -14.30757 0.2 0.0 0.1
H -27.10305 -17.05259 -14.77425 -0.4 0.0 -0.2
H -26.99903 -14.10377 -15.36677 0.3 0.2 0.3
H -26.45808 -15.40118 -16.36073 0.2 -0.1 0.1
O -12.37736 -23.07499 -20.48175 -2.0 -2.0 1.9
C -13.12361 -23.69645 -19.69748 2.9 0.8 -3.2
O -13.57260 -23.12569 -18.62056 -1.3 0.9 2.1
C -14.41579 -24.02360 -17.84538 0.2 -0.1 0.4
C -14.84277 -25.06490 -18.82884 0.6 -1.4 -0.9
C -13.63275 -25.13474 -19.78893 -0.4 1.1 -0.7
H -15.28047 -23.53429 -17.39704 0.3 0.6 -0.2
H -13.81787 -24.42693 -17.02813 0.1 0.0 0.0
H -15.72813 -24.73432 -19.37194 0.0 -0.1 0.0
H -15.02265 -26.05989 -18.42172 -0.3 0.2 0.3
H -13.90369 -25.28568 -20.83386 -0.1 -0.2 0.1
H -12.83128 -25.84015 -19.56951 -0.1 0.0 0.4
O -29.21429 -21.29422 -19.01523 -0.2 1.3 -0.7
C -28.97268 -20.98665 -20.15824 0.2 -2.9 0.9
O -28.08207 -21.76363 -20.82626 0.9 -0.1 0.3
C -27.97123 -21.39337 -22.18135 -0.7 -0.3 -1.3
C -28.55511 -20.00164 -22.27383 0.2 0.2 0.3
C -29.56130 -20.02842 -21.11784 0.4 1.6 0.2
H -28.59785 -22.06602 -22.76701 0.2 -0.4 -0.1
H -26.94477 -21.42431 -22.54676 0.0 -0.3 0.3
H -28.97410 -19.73166 -23.24319 0.0 -0.2 0.1
H -27.69181 -19.36581 -22.07759 -0.4 0.6 0.2
H -30.56671 -20.34121 -21.39965 0.0 0.1 0.1
H -29.56681 -19.09627 -20.55291 -0.6 0.3 -0.4
O -23.94577 -22.40504 -13.18543 -0.8 0.5 0.5
C -23.54712 -22.94787 -14.16506 0.9 0.5 0.4
O -23.49517 -24.27888 -14.25046 0.7 -0.8 0.1
C -22.65603 -24.69261 -15.35180 -0.9 -0.1 -0.5
C -22.01986 -23.44559 -15.91593 0.5 1.1 -0.5
C -22.87892 -22.30373 -15.34818 0.1 -0.5 -0.6
H -23.39417 -25.12364 -16.02815 0.5 -0.4 -0.4
H -21.88256 -25.40438 -15.06330 -0.5 -0.2 0.4
H -21.98201 -23.41334 -17.00480 -0.3 -0.2 0.0
H -20.96874 -23.33818 -15.64817 -0.1 -0.1 0.5
H -23.64220 -22.05933 -16.08694 -0.1 0.3 0.1
H -22.34055 -21.40660 -15.04256 -0.1 -0.1 -0.1
N -18.17030 -27.64539 -9.69765 0.0 -0.5 0.6
C -17.54000 -28.24474 -10.75486 0.1 0.6 -0.3
C -17.26615 -27.24642 -11.66887 0.6 -1.7 -0.2
C -17.69028 -26.05330 -11.11969 -0.9 1.7 0.1
C -18.28215 -26.29064 -9.90060 0.4 -0.3 -0.4
H -18.41648 -28.15991 -8.86412 -0.1 0.3 -0.1
H -17.26558 -29.28921 -10.76769 -0.3 0.1 0.1
H -16.77413 -27.40518 -12.61708 0.0 0.1 0.1
H -17.67124 -25.09798 -11.62308 0.1 0.0 0.2
H -18.75421 -25.59296 -9.22474 0.0 -0.3 0.1
```
Forces are in eV/Å.